[1]
A cluster of 2 separate species, C6H14N2O2 in total, computed with wB97M-V/def2-TZVPD.

**Total charge**: 0
**HOMO level**: -9.308 eV
**Relative energy (zero: lowest compared OMol25 entry of this formula, charge and spin)**: 291.85 kJ/mol
**HOMO-LUMO gap**: 9.857 eV

Cartesian coordinates (Å):
C (1.8713, -0.9375, -2.2978)
N (1.8390, -0.5165, -0.9211)
C (2.3161, 0.7908, -0.6588)
C (1.7191, 1.5370, 0.4193)
O (3.1374, 1.4372, -1.3142)
H (2.5855, -0.4542, -2.7996)
H (2.0599, -2.1234, -2.2753)
H (0.9315, -0.8276, -2.7330)
H (1.2352, -1.0839, -0.2010)
H (0.9674, 2.3756, 0.1659)
H (2.5231, 2.1732, 0.7572)
H (1.1781, 1.0590, 1.2622)
C (-2.7741, -0.9609, -0.6680)
N (-2.2780, -0.8683, 0.7028)
C (-1.5710, 0.2737, 1.0000)
C (-0.8263, 0.3369, 2.4209)
O (-1.5103, 1.2100, 0.2590)
H (-2.0541, -1.2825, -1.5223)
H (-3.4742, -1.8661, -0.7043)
H (-3.1956, -0.0432, -0.9623)
H (-2.4705, -1.5376, 1.4014)
H (-0.2123, -0.4001, 2.9161)
H (-0.3626, 1.1759, 2.5627)
H (-1.6349, 0.5325, 3.1902)

Forces on the atoms, in the same order (eV/Å):
C -1.139 -5.685 3.014
N -0.235 0.727 1.786
C -0.403 -0.396 -1.284
C -2.149 2.484 2.770
O -0.655 -1.982 -0.449
H 2.835 1.766 -1.903
H -0.085 2.529 -0.462
H -1.636 0.410 -0.987
H 1.603 2.150 -2.087
H 0.895 -1.667 -0.658
H 0.340 -0.053 0.787
H 0.856 -0.234 -0.672
C 0.052 -3.714 -0.732
N 1.174 1.542 -1.404
C 1.138 -1.331 2.511
C -5.085 -3.356 0.282
O 0.104 0.757 -0.783
H -0.304 0.815 1.829
H 0.365 1.651 0.138
H -0.856 0.905 -0.332
H -0.057 -0.697 0.415
H 0.026 -1.025 -0.787
H 2.969 5.057 -0.228
H 0.248 -0.653 -0.762

natural (NBO) population analysis, charges in e, atoms 1 to 6:
1. C -0.38
2. N -0.65
3. C 0.67
4. C -0.74
5. O -0.61
6. H 0.22

---

[2]
The molecule C18H26N4O5S, computed with wB97M-V/def2-TZVPD.

**Total charge**: 0
**HOMO level**: -7.990 eV
**Relative energy (zero: lowest compared OMol25 entry of this formula, charge and spin)**: 55.68 kJ/mol
**HOMO-LUMO gap**: 8.361 eV

Cartesian coordinates (Å):
C (2.2467, -1.4214, -5.5485)
C (0.8684, -2.0827, -5.6662)
C (0.8294, -2.9922, -6.8950)
C (0.5636, -2.9013, -4.3921)
C (0.2538, -1.9769, -3.2531)
C (-0.1289, -0.6976, -3.5116)
S (-0.3623, 0.2569, -2.0791)
C (0.0816, -1.1058, -1.1133)
N (0.1130, -1.0005, 0.2468)
C (-0.1993, 0.1507, 0.8755)
O (-0.5348, 1.1499, 0.2522)
C (-0.0994, -0.0141, 2.3863)
O (0.0385, -1.1509, 2.8264)
N (-0.1332, 1.0691, 3.1743)
C (-0.3849, 2.4420, 2.8008)
C (-1.7562, 2.8561, 3.3663)
N (-1.8766, 2.6622, 4.7925)
C (-1.5762, 3.7590, 5.6759)
C (-0.1025, 4.1212, 5.9596)
O (0.5964, 4.6165, 4.8419)
C (-1.4733, 1.3338, 5.1906)
C (-0.1144, 0.8953, 4.6129)
C (0.3609, -2.2396, -1.8512)
C (0.6967, -3.4885, -1.1510)
N (0.6362, -4.6345, -1.8740)
O (1.0163, -3.5105, 0.0291)
C (-0.2856, -0.1381, -4.8852)
O (-0.1646, -1.1256, -5.8820)
H (3.0234, -2.1786, -5.6124)
H (2.3514, -0.8986, -4.6011)
H (2.3835, -0.7118, -6.3611)
H (-0.1787, -3.3713, -7.0380)
H (1.1085, -2.4265, -7.7790)
H (1.5149, -3.8262, -6.7724)
H (1.4262, -3.5272, -4.1574)
H (-0.3004, -3.5419, -4.5994)
H (0.4010, -1.8342, 0.7770)
H (-0.3803, 2.5532, 1.7198)
H (0.3997, 3.0650, 3.2422)
H (-1.9557, 3.9000, 3.1224)
H (-2.5229, 2.2375, 2.8837)
H (-2.0388, 3.5308, 6.6426)
H (-2.0776, 4.6447, 5.2702)
H (0.4531, 3.2429, 6.2921)
H (-0.0885, 4.8600, 6.7744)
H (0.1505, 5.4081, 4.5207)
H (-1.4504, 1.2742, 6.2795)
H (-2.2333, 0.6342, 4.8210)
H (0.0672, -0.1582, 4.8294)
H (0.7002, 1.4996, 5.0206)
H (0.1840, -4.6742, -2.7680)
H (0.7880, -5.4942, -1.3719)
H (-1.2837, 0.2919, -5.0187)
H (0.4493, 0.6688, -5.0448)

Forces on the atoms, in the same order (eV/Å):
C -0.365 0.013 -0.017
C 0.346 -0.533 -0.077
C -0.096 0.344 0.318
C -0.057 0.306 -0.269
C -0.170 0.336 -0.181
C 0.001 -0.264 0.321
S 0.156 -0.533 -0.742
C -0.064 0.069 -0.533
N 0.127 -0.304 0.624
C -0.087 -0.009 -0.472
O 0.013 -0.103 0.475
C 0.146 -0.260 0.642
O -0.037 0.025 -0.227
N 0.026 -0.072 -0.068
C -0.281 0.680 -0.321
C 0.269 -0.034 -0.153
N -0.056 0.081 -0.007
C 0.421 -0.013 0.110
C -0.530 -0.042 0.289
O 0.154 0.216 -0.344
C 0.152 -0.072 -0.078
C -0.172 -0.322 0.393
C -0.068 0.502 0.404
C -0.026 0.015 -0.217
N 0.057 -0.322 -0.072
O 0.065 -0.064 0.315
C -0.025 0.413 -0.010
O -0.049 -0.139 -0.040
H 0.096 -0.071 0.011
H 0.077 0.078 0.086
H 0.038 0.057 -0.098
H -0.107 -0.082 -0.006
H 0.061 0.043 -0.127
H 0.086 -0.102 0.006
H -0.012 -0.052 -0.048
H 0.048 -0.121 -0.034
H -0.099 0.323 -0.151
H 0.034 -0.006 0.201
H -0.126 -0.105 -0.085
H -0.035 0.020 -0.013
H 0.033 0.050 -0.127
H -0.007 0.123 0.036
H -0.012 0.043 0.104
H -0.050 0.042 0.066
H 0.007 -0.127 0.001
H 0.041 -0.022 0.039
H -0.024 -0.049 0.028
H 0.081 -0.095 0.080
H 0.029 0.162 0.020
H -0.010 -0.031 -0.020
H -0.005 0.018 0.001
H -0.032 0.053 -0.012
H 0.131 0.023 0.016
H -0.092 -0.089 -0.039

natural (NBO) population analysis, charges in e, atoms 1 to 6:
1. C -0.65
2. C 0.28
3. C -0.61
4. C -0.46
5. C -0.03
6. C -0.25

---

[3]
The molecule C2H6ClNO2S2, computed with wB97M-V/def2-TZVPD.

**Total charge**: 0
**HOMO level**: -9.912 eV
**Relative energy (zero: lowest compared OMol25 entry of this formula, charge and spin)**: 56.83 kJ/mol
**HOMO-LUMO gap**: 10.100 eV

Cartesian coordinates (Å):
C (1.2591, -1.2620, 0.2317)
C (-1.4735, -0.7136, 1.2397)
N (-0.0097, 1.0717, 0.0509)
O (1.4704, 2.6297, -1.3624)
O (0.5235, 0.7021, -2.3697)
S (-0.3474, -0.4842, -0.1824)
S (0.4025, 1.6724, -1.3803)
Cl (-1.4190, 2.5075, -1.8849)
H (2.0207, -0.7678, -0.4188)
H (1.2784, -2.3533, 0.3531)
H (1.3961, -0.9838, 1.2656)
H (-2.3366, -0.1445, 1.0429)
H (-0.9109, -0.2047, 2.0221)
H (-1.8534, -1.6695, 1.3926)

Forces on the atoms, in the same order (eV/Å):
C -0.344 0.121 1.078
C 2.279 1.590 -0.271
N 0.831 0.434 -0.094
O -1.209 0.165 0.940
O 0.402 -2.923 -2.367
S -0.753 -1.387 -0.293
S 0.187 2.509 1.136
Cl 0.100 0.731 -0.039
H -0.768 -0.747 0.403
H -0.199 0.158 -1.114
H 0.448 0.729 0.342
H -0.838 1.155 -0.679
H -0.350 -0.532 0.548
H 0.214 -2.003 0.411

natural (NBO) population analysis, charges in e, atoms 1 to 6:
1. C -0.79
2. C -0.75
3. N -1.14
4. O -0.88
5. O -0.96
6. S 1.08

---

[4]
A structure of composition C46H40CrN4O3S, computed with wB97M-V/def2-TZVPD.

**Total charge**: -1
**2S+1**: 2
**HOMO level (spin up / spin down)**: -1.874 / -2.119 eV
**HOMO-LUMO gap (spin up / spin down)**: 4.016 / 4.256 eV

Cartesian coordinates (Å):
Cr (-0.0843, 0.9682, 0.1067)
O (-1.7452, -0.3674, -0.1322)
C (-2.7759, -0.2853, 0.7364)
C (-2.4447, 0.5808, 2.0155)
C (-1.2364, -0.0051, 2.6405)
C (-1.3291, -0.7216, 3.8236)
C (-0.2001, -1.3303, 4.3520)
C (0.9907, -1.1688, 3.6597)
C (1.0191, -0.4427, 2.4826)
C (2.2964, -0.3053, 1.7334)
C (2.1709, -1.0718, 0.3745)
O (1.2265, -0.4791, -0.3866)
C (3.4969, -0.9753, -0.3935)
C (3.9982, -2.0502, -1.1187)
C (5.1408, -1.9160, -1.8863)
C (5.8077, -0.7069, -1.9496)
C (5.2959, 0.3789, -1.2610)
C (4.1498, 0.2482, -0.5004)
C (1.8658, -2.5447, 0.6386)
C (2.6167, -3.3117, 1.5176)
C (2.3698, -4.6657, 1.6477)
C (1.3691, -5.2701, 0.9065)
C (0.6090, -4.5076, 0.0373)
C (0.8608, -3.1538, -0.0991)
N (-0.0868, 0.1307, 1.9515)
C (-3.1273, -1.6614, 1.3284)
C (-4.3048, -1.8803, 2.0291)
C (-4.5261, -3.0943, 2.6542)
C (-3.5811, -4.1039, 2.5832)
C (-2.4134, -3.8949, 1.8702)
C (-2.1904, -2.6787, 1.2529)
C (-4.0423, 0.2715, 0.0678)
C (-4.7892, 1.3277, 0.5729)
C (-5.9485, 1.7491, -0.0550)
C (-6.3843, 1.1199, -1.2064)
C (-5.6372, 0.0787, -1.7337)
C (-4.4822, -0.3413, -1.1003)
H (-3.2777, 0.5665, 2.7199)
H (-2.2371, 1.5947, 1.6614)
H (-2.2861, -0.8272, 4.3127)
H (-0.2453, -1.9311, 5.2477)
H (1.9069, -1.6069, 4.0263)
H (3.1475, -0.6565, 2.3169)
H (2.4328, 0.7444, 1.4734)
H (3.4897, -3.0030, -1.0886)
H (5.5169, -2.7640, -2.4410)
H (6.7105, -0.6054, -2.5388)
H (5.7971, 1.3372, -1.3138)
H (3.7527, 1.1209, -0.0044)
H (3.4211, -2.8614, 2.0802)
H (2.9724, -5.2594, 2.3206)
H (1.2013, -6.3364, 0.9932)
H (-0.1750, -4.9761, -0.5406)
H (0.3075, -2.5316, -0.7887)
H (-5.0510, -1.0988, 2.0846)
H (-5.4382, -3.2472, 3.2144)
H (-3.7553, -5.0462, 3.0862)
H (-1.6644, -4.6716, 1.8055)
H (-1.2864, -2.4835, 0.6987)
H (-4.4853, 1.8438, 1.4686)
H (-6.5212, 2.5646, 0.3688)
H (-7.3009, 1.4397, -1.6838)
H (-5.9662, -0.4125, -2.6404)
H (-3.8955, -1.1552, -1.4976)
N (2.8063, 3.5750, -1.9065)
C (2.8556, 2.7251, -2.9838)
C (3.6197, 2.7372, -4.1300)
C (3.4320, 1.6869, -5.0251)
C (2.5009, 0.6866, -4.7745)
C (1.7141, 0.6800, -3.6355)
C (1.8882, 1.7183, -2.7249)
N (1.2837, 1.9577, -1.5354)
C (1.8762, 3.0453, -1.0238)
C (1.5891, 3.4948, 0.2700)
C (1.9751, 4.6698, 0.9203)
S (1.2607, 4.7187, 2.5145)
C (0.5632, 3.1515, 2.1971)
N (0.8022, 2.6576, 1.0124)
H (3.4645, 4.3020, -1.6925)
H (4.3493, 3.5146, -4.3154)
H (4.0303, 1.6488, -5.9253)
H (2.3895, -0.1055, -5.5014)
H (1.0140, -0.1087, -3.4160)
H (2.5418, 5.5042, 0.5617)
H (-0.0414, 2.6715, 2.9400)
C (-1.8256, 2.5869, -2.8808)
O (-1.6421, 1.7940, -1.7204)
C (-1.3133, 2.3347, -0.5331)
C (-1.5856, 3.8081, -0.4162)
H (-1.8410, 1.8987, -3.7253)
H (-0.9977, 3.2893, -3.0167)
H (-2.7764, 3.1312, -2.8392)
H (-0.9289, 4.3716, -1.0893)
H (-1.4121, 4.1642, 0.5938)
H (-2.6183, 4.0326, -0.7002)

Forces on the atoms, in the same order (eV/Å):
Cr -0.804 1.443 -0.907
O 0.579 -0.248 0.098
C -0.094 0.073 0.044
C 0.024 -0.142 -0.087
C -0.238 0.276 -0.107
C 0.363 -0.323 0.476
C -0.121 0.284 -0.530
C -0.193 -0.083 0.304
C 0.034 0.241 -0.039
C -0.063 -0.134 -0.434
C 0.279 0.287 0.175
O -0.275 -0.119 -0.246
C -0.020 -0.074 0.003
C 0.012 0.021 0.073
C 0.165 -0.071 -0.155
C 0.152 0.015 -0.138
C 0.093 0.190 0.015
C 0.051 -0.010 -0.008
C -0.081 0.009 -0.075
C -0.069 -0.064 -0.036
C 0.149 -0.112 0.168
C -0.018 -0.207 -0.021
C 0.002 -0.140 -0.044
C 0.120 0.140 -0.063
N 0.021 -0.310 1.265
C -0.083 -0.004 -0.129
C 0.010 -0.093 0.002
C -0.193 0.016 0.175
C -0.011 -0.202 0.098
C 0.020 -0.102 0.063
C 0.013 0.074 -0.176
C 0.054 0.155 0.091
C 0.114 -0.035 0.016
C -0.256 0.069 -0.098
C -0.154 0.185 0.004
C 0.037 -0.158 -0.101
C 0.019 0.038 -0.021
H 0.014 -0.025 0.048
H 0.037 -0.025 -0.013
H -0.118 0.034 -0.047
H -0.035 0.003 0.128
H 0.074 -0.054 -0.024
H -0.029 0.027 0.135
H 0.096 -0.011 0.056
H -0.007 -0.045 0.020
H 0.026 -0.106 -0.054
H 0.009 -0.002 -0.033
H 0.018 0.072 -0.031
H -0.069 0.069 0.115
H 0.120 0.073 0.078
H 0.058 -0.065 0.092
H -0.062 -0.025 0.041
H -0.094 -0.008 -0.079
H -0.095 0.089 0.017
H -0.079 0.071 0.019
H -0.121 -0.055 0.034
H -0.021 -0.066 0.011
H 0.085 -0.083 0.006
H 0.007 0.105 -0.013
H 0.120 0.030 0.133
H -0.023 0.056 -0.004
H -0.039 0.016 -0.076
H -0.008 -0.049 -0.048
H 0.117 -0.084 -0.078
N -0.359 -0.207 0.662
C -0.484 -0.390 -0.016
C 0.263 -0.245 -0.494
C 0.288 0.622 0.234
C -0.349 -0.323 0.019
C 0.097 0.094 0.070
C 0.736 0.385 -0.794
N 0.308 1.324 1.710
C 0.174 -1.373 -2.796
C 0.472 2.313 2.060
C -1.027 -1.174 0.266
S 0.347 -0.681 -1.363
C 0.016 0.787 0.818
N -0.300 -1.530 -0.604
H -0.010 -0.011 0.002
H 0.042 0.015 -0.045
H 0.005 0.000 -0.040
H -0.010 -0.104 0.008
H -0.132 -0.104 0.035
H 0.174 0.127 -0.209
H -0.131 -0.205 0.118
C -0.005 -0.011 0.100
O -0.508 -0.203 -1.335
C 0.678 -0.217 1.811
C 0.082 -0.167 -0.305
H -0.046 0.008 0.016
H -0.034 0.039 -0.064
H 0.099 0.027 -0.061
H 0.036 0.294 -0.100
H 0.010 -0.013 0.164
H -0.049 0.099 0.046

Löwdin population analysis, charges in e, atoms 1 to 6:
1. Cr 0.64
2. O -0.20
3. C -0.51
4. C -0.08
5. C -0.25
6. C -0.02